[1]
Molecular formula: C11H32O5
Method: DFT, ωB97M-V with the def2-TZVPD basis set

Structure (XYZ):
```
48
Properties=species:S:1:pos:R:3:forces:R:3:mulliken_charge:R:1
C 3.5152 -0.7781 -0.6962 -1.0 1.0 -0.2 -0.846
C 3.2159 -2.1410 -1.2543 0.3 -0.1 -0.5 0.437
C 2.7749 -3.1121 -0.2018 -0.3 -0.9 0.8 -1.059
O 2.1315 -2.0084 -2.1645 0.6 -0.4 -0.9 -0.574
H 3.9101 -0.0489 -1.4042 -0.3 -0.2 -0.5 0.272
H 4.1797 -0.6758 0.1265 0.6 -0.6 1.0 0.400
H 2.5187 -0.4314 -0.3639 0.5 0.3 0.0 -0.038
H 4.0599 -2.5635 -1.8413 -0.4 0.3 0.3 0.281
H 3.4181 -3.2254 0.6665 0.3 0.3 0.1 0.358
H 2.7037 -4.0999 -0.6215 0.0 -0.5 -0.4 0.337
H 1.7528 -2.9219 0.1523 0.2 0.4 0.0 0.118
H 1.4690 -1.4710 -1.7342 -0.5 0.5 0.3 0.326
C -2.3538 -2.3794 -2.2498 -1.0 0.9 -2.3 -1.047
C -3.1513 -1.0873 -2.4985 -0.9 -0.1 1.5 0.420
C -4.3193 -0.9050 -1.4439 0.4 -1.5 -1.0 -1.288
O -2.2392 -0.0302 -2.2843 1.3 -0.2 -0.2 -0.488
H -3.0355 -3.2170 -2.4039 0.2 -0.2 0.7 0.409
H -1.8776 -2.2423 -1.3198 0.3 -0.5 1.3 0.109
H -1.5747 -2.4898 -3.0088 0.0 0.1 0.0 0.307
H -3.5670 -1.0075 -3.5167 0.1 -0.2 0.3 0.250
H -4.7708 0.0637 -1.5882 -0.2 0.4 0.1 0.437
H -4.0215 -1.0586 -0.3924 0.3 0.3 -0.5 0.260
H -5.0822 -1.6767 -1.6483 0.1 0.4 0.0 0.368
H -2.6814 0.8016 -2.2383 -0.6 0.8 0.0 0.231
C 0.8779 3.2847 -0.5210 -2.5 1.0 0.0 -0.627
C 0.7352 4.1175 0.8094 -1.7 -1.4 -0.6 0.413
C 0.1975 3.3581 2.0752 -0.3 0.9 -1.9 -1.174
O 1.9167 4.6859 1.1124 2.6 0.6 2.1 -0.552
H 1.5890 3.7530 -1.2068 0.2 -0.1 0.3 0.364
H -0.1214 3.3927 -1.0485 1.0 -0.3 0.4 0.225
H 1.0369 2.2220 -0.4294 0.4 -0.3 0.3 -0.126
H 0.0084 4.9208 0.6535 -0.3 0.0 -0.3 0.149
H 0.7934 2.4957 2.2883 0.6 -0.4 0.4 0.250
H -0.7737 2.9862 1.7400 -0.2 0.0 0.5 0.340
H 0.1028 4.0701 2.9116 0.1 -0.5 -0.3 0.400
H 2.2662 5.2185 0.4150 0.1 0.4 -0.7 0.338
C -0.5376 -0.9686 4.0675 0.5 -1.8 -0.4 -0.433
O -0.9586 0.3329 4.1598 0.0 2.2 0.2 -0.482
H -0.0141 -1.3545 4.9430 0.1 0.2 0.3 0.312
H -1.4411 -1.5929 3.9763 0.3 0.2 -0.2 0.216
H 0.1275 -1.1762 3.2047 -0.3 0.2 0.2 0.112
H -0.2490 0.9881 4.3375 -0.5 -1.0 -0.2 0.286
C -0.4395 -0.3911 0.4457 1.3 -1.5 -1.0 -0.818
O 0.1421 -0.1008 -0.8609 0.7 -0.3 1.8 -0.437
H -1.4045 0.0715 0.5057 -0.5 0.1 0.4 0.400
H -0.4881 -1.5195 0.5803 -0.3 1.2 -0.1 0.274
H 0.2401 -0.0581 1.2395 -0.2 0.3 -0.4 0.265
H -0.5814 -0.0302 -1.4694 -0.9 0.0 -0.7 0.325
```
Positions in Å, forces in eV/Å.

Values from the calculation:
* HOMO level: -0.3559 hartree
* relative energy (zero: lowest compared OMol25 entry of this formula, charge and spin): 78.9 kJ/mol
* HOMO-LUMO gap: 10.23 eV
* SMILES: CC(C)O.CC(C)O.CC(C)O.CO.CO

=====

[2]
Molecular formula: C18H15AsCl3GeMnS4
Method: DFT, ωB97M-V with the def2-TZVPD basis set

Structure (XYZ):
```
43
Properties=species:S:1:pos:R:3:forces:R:3:mulliken_charge:R:1
Mn 2.2526 -1.1163 0.8555 0.4 0.0 -0.3 -0.106
S 4.1343 -2.1575 1.1681 0.0 0.1 -0.1 0.165
S 4.2084 -3.1123 2.8749 0.0 -0.1 0.1 0.405
S 2.4864 -2.8265 3.8249 0.0 0.1 -0.1 0.291
S 1.3516 -1.6331 2.7075 0.0 -0.1 0.2 0.224
C -3.6921 -2.2573 1.6049 0.0 0.0 0.0 -0.602
C -2.9854 -1.4607 2.5012 0.0 0.0 0.0 -0.987
C -1.8461 -0.7906 2.0811 -0.1 -0.1 0.0 -0.469
C -1.4439 -0.9251 0.7484 0.1 0.1 0.1 0.934
C -2.1407 -1.7202 -0.1605 -0.1 0.0 0.1 -0.326
C -3.2738 -2.3889 0.2858 0.0 0.0 0.0 -0.750
As 0.0811 0.0440 0.1422 0.1 0.0 -0.1 1.122
C 0.7273 -0.8070 -1.4551 0.0 0.0 0.2 0.746
C 0.7832 -0.4508 -2.7806 0.0 0.0 -0.1 -0.536
C 1.5502 -1.2338 -3.6583 0.0 0.0 0.0 -0.726
C 2.2956 -2.3260 -3.2148 0.0 0.0 0.0 -0.783
C 2.2523 -2.6913 -1.8833 0.0 0.0 0.0 -0.432
C 1.4872 -1.9183 -0.9800 -0.1 -0.1 0.0 -0.272
C -0.4254 1.9302 -0.0558 0.0 -0.1 -0.1 0.926
C -1.0621 2.5331 0.9804 -0.1 0.0 -0.1 -1.407
C -1.5250 3.9338 0.8806 0.1 0.0 0.0 0.191
C -1.3086 4.6053 -0.4109 0.0 0.0 0.0 -0.634
C -0.6695 3.9720 -1.4467 0.0 0.0 0.0 -0.737
C -0.2236 2.6671 -1.2629 0.0 0.1 0.1 0.017
H -4.5785 -2.7804 1.9396 0.0 0.0 0.0 0.460
H -3.3211 -1.3640 3.5253 0.0 0.0 0.0 0.472
H -1.2944 -0.1797 2.7882 0.0 0.0 0.0 0.439
H -1.8322 -1.8102 -1.1945 0.0 0.0 0.0 0.459
H -3.8347 -3.0056 -0.4040 0.0 0.0 0.0 0.465
H 0.2244 0.3846 -3.1791 0.0 0.0 0.0 0.582
H 1.5540 -0.9838 -4.7131 0.0 0.0 0.0 0.504
H 2.8689 -2.9133 -3.9206 0.0 0.0 0.0 0.511
H 2.7500 -3.5945 -1.5498 0.0 0.0 0.0 0.548
H 1.0962 -2.4752 -0.0952 -0.1 0.0 0.0 0.455
H -1.2520 2.0317 1.9228 0.0 0.0 0.0 0.335
H -2.5701 4.0316 1.2052 0.0 0.0 0.0 0.513
H -1.6448 5.6341 -0.5027 0.0 0.0 0.0 0.494
H -0.4962 4.4883 -2.3822 0.0 0.0 0.0 0.523
H 0.3186 2.2023 -2.0779 0.0 0.0 0.0 0.280
Cl 3.3377 2.1796 2.8099 0.0 0.0 0.0 -0.076
Ge 2.9713 1.1298 1.0698 -0.2 0.0 0.1 0.918
Cl 3.2054 2.2962 -0.6458 0.0 0.0 0.0 -0.119
Cl -0.5160 4.8587 2.0577 0.0 0.0 0.0 -0.015
```
Positions in Å, forces in eV/Å.

Values from the calculation:
* charge: +4
* HOMO level (spin up / spin down): -0.7482 / -0.7482 hartree
* relative energy (zero: lowest compared OMol25 entry of this formula, charge and spin): 18.0 kJ/mol
* HOMO-LUMO gap (spin up / spin down): 5.01 / 5.01 eV

=====

[3]
Molecular formula: C3H7NOS
Method: DFT, ωB97M-V with the def2-TZVPD basis set

Structure (XYZ):
```
13
Properties=species:S:1:pos:R:3:forces:R:3:mulliken_charge:R:1
C -2.6182 -0.2802 0.2262 -1.4 -0.6 1.6 -0.475
C 0.6005 0.2213 0.1373 1.3 -1.9 1.1 0.291
C 0.4949 -0.2982 1.6249 -0.7 1.1 2.3 -0.730
H -2.9142 0.7703 -0.3652 1.1 -3.0 1.6 0.249
H -3.5164 -1.1289 0.1117 2.3 2.6 0.5 0.237
H -2.3817 -0.0239 1.5965 -0.9 -0.8 -4.6 0.207
H -0.5311 0.2695 -1.5325 0.4 -0.5 0.4 0.263
H 0.6536 -1.3796 1.7325 -0.2 0.1 -0.8 0.275
H 1.3037 0.0732 2.4324 -1.9 -0.1 -2.3 0.290
H -0.6358 -0.1338 2.0899 3.2 -0.2 -1.2 0.045
N -0.4404 -0.1746 -0.6099 0.7 2.0 -2.1 -0.077
O -1.4636 -1.0276 -0.3799 -2.0 1.3 2.2 -0.263
S 1.9969 0.8211 -0.6680 -1.9 -0.2 1.4 -0.313
```
Positions in Å, forces in eV/Å.

Values from the calculation:
* HOMO level: -0.3075 hartree
* relative energy (zero: lowest compared OMol25 entry of this formula, charge and spin): 526.0 kJ/mol
* HOMO-LUMO gap: 8.64 eV

=====

Which energy belongs to each record? In order, -814.42275; -9130.22784; -646.51163 a.u..